1.
Below is a molecular structure, CBrNO8S2, with properties calculated with ωB97M-V with the def2-TZVPD basis set.

Calculated values
Gap between HOMO and LUMO   7.67 eV
LUMO   5.50 eV
Net charge   -2
Highest occupied orbital energy   -2.162 eV
E   -4065.0985 hartree

```
13
Properties=species:S:1:pos:R:3:forces:R:3
C -0.118673 -0.423293 0.068018 0.69 2.15 -1.32
N 0.108703 0.117958 -1.276245 -0.68 0.17 -1.51
O -0.114933 -0.558214 -2.225505 0.06 -1.18 -2.13
O -2.345055 0.600525 -0.833375 -0.18 -0.44 -0.38
O 1.989458 1.010936 1.082449 -0.44 1.77 -0.02
O 0.362725 1.280756 -1.309949 1.03 1.64 -0.31
O -1.130082 1.874987 0.839794 0.34 0.89 -0.29
O -2.185718 -0.117117 1.505691 -1.03 -1.16 0.48
O 1.619064 -1.242844 1.742111 -0.13 0.22 -0.96
O 2.389049 -0.704858 -0.555472 -1.23 0.02 0.68
S -1.599205 0.590406 0.401501 -0.86 1.56 2.82
S 1.600264 -0.279303 0.622380 3.29 -2.36 2.72
Br -0.575597 -2.149942 -0.061397 -0.88 -3.29 0.23
```
Forces are in eV/Å.


2.
Below is 2 unconnected molecules or ions with the total composition CBrNOS, with properties calculated with ωB97M-V with the def2-TZVPD basis set.

Calculated values
Gap between HOMO and LUMO (spin up / spin down)   5.05 / 5.09 eV
LUMO (spin up / spin down)   -4.52 / -4.49 eV
Highest occupied orbital energy (spin up / spin down)   -9.575 / -9.580 eV
E   -3140.1458 hartree

```
5
Properties=species:S:1:pos:R:3:forces:R:3
C -0.808172 1.063842 -0.390853 0.05 0.06 0.40
N -1.015107 2.183895 -0.186276 -0.64 2.14 0.07
O -0.491447 -0.095377 -0.484395 1.48 -1.75 -0.51
S 1.933477 -0.912009 0.323378 -1.55 0.00 -0.33
Br 0.381248 -2.240351 0.738146 0.65 -0.45 0.37
```
Forces are in eV/Å.


Record-wise ΔE to the lowest compared entry with this formula, charge and spin values, in kcal/mol: 0.00 87.22
Record-wise largest force on an atom values, in Eh/bohr: 0.095 0.046